Entry 1:
Computed, not measured: 2 unconnected molecules or ions with the total composition C7H12Cl2Si at a distorted geometry, with ωB97M-V with the def2-TZVPD basis set.

Its energy relative to the best compared isomer or geometry (same formula, charge and spin) is 88.2 kJ/mol. As for the structure (SMILES): C[Si](C)(C)Cl.C=C1C=C1Cl. For the gap between HOMO and LUMO, the calculation gives 9.275 eV. The highest occupied orbital energy comes out at -8.60 eV.

ORCA input file:
```
! RIJCOSX wB97M-V def2-TZVPD def2/J DEFGRID3
* xyz 0 1
Cl -2.996 1.258 0.938
Cl 0.469 2.122 -1.226
Si 1.707 0.803 -0.105
C 3.294 1.909 0.078
C -3.413 -0.374 -1.386
C -3.222 0.103 -0.188
C 1.965 -0.974 -0.826
C 0.989 0.902 1.654
C -3.496 -1.348 -0.218
C -3.661 -2.588 0.063
H 1.211 1.708 2.255
H 3.930 1.986 -0.823
H -3.734 -2.996 1.058
H 2.944 -1.291 -1.311
H 1.460 0.119 2.214
H -3.815 -3.276 -0.814
H 2.720 2.826 0.259
H 1.869 -1.746 -0.098
H -0.023 0.641 1.614
H -3.551 -0.211 -2.441
H 1.277 -1.316 -1.602
H 4.076 1.744 0.906
*
```


Entry 2:
Computed, not measured: a molecular structure, C22H23IrN9, with ωB97M-V with the def2-TZVPD basis set.

Its energy relative to the best compared isomer or geometry (same formula, charge and spin) is 5.7 kJ/mol. For the gap between HOMO and LUMO (alpha / beta), the calculation gives 8.252 / 6.094 eV. The highest occupied orbital energy (alpha / beta) comes out at -17.00 / -17.11 eV.

ORCA input file:
```
! RIJCOSX wB97M-V def2-TZVPD def2/J DEFGRID3
* xyz 3 5
Ir -0.003 0.055 -0.136
N -0.818 0.651 1.790
N -0.062 2.341 -0.113
N 3.983 -1.194 -1.456
N 6.109 -1.843 -1.894
N -1.620 -0.083 -1.622
N 5.577 -1.260 0.270
N -0.972 -1.797 0.778
N -1.557 0.013 -2.965
N 1.866 -0.462 -0.540
C -1.851 -3.996 2.183
C -2.753 -0.218 -3.526
C 5.237 -1.431 -0.999
C -0.814 1.949 2.133
C -1.280 -0.299 2.624
C 0.327 3.121 -1.133
C -1.676 1.371 4.281
C -1.781 -2.754 2.804
C 0.652 2.503 -2.457
C -1.713 0.041 3.893
C -1.339 -1.673 2.071
C -2.893 -0.381 -1.339
C -0.372 2.893 1.080
C 0.410 4.502 -0.974
C -1.475 -4.111 0.861
C -1.237 2.340 3.392
C -0.306 4.254 1.288
C -3.646 -0.472 -2.505
C 2.935 -0.819 -0.914
C 0.091 5.074 0.238
C -1.030 -2.989 0.165
C -0.629 -3.104 -1.274
H -0.250 2.466 -3.071
H 6.516 -1.440 0.594
H 5.816 -1.963 -2.852
H -2.195 -4.861 2.734
H -1.460 -2.824 -1.924
H -4.697 -0.685 -2.596
H -2.086 -0.709 4.573
H -0.555 4.686 2.245
H 1.380 3.110 -2.993
H -0.362 -4.133 -1.509
H -1.239 3.379 3.682
H 0.151 6.145 0.375
H 4.909 -0.941 0.950
H 0.727 5.111 -1.809
H -2.884 -0.186 -4.596
H -0.688 0.212 -3.431
H -2.009 1.656 5.270
H -2.070 -2.650 3.838
H -1.517 -5.064 0.353
H 0.226 -2.471 -1.512
H -3.210 -0.511 -0.317
H 1.068 1.500 -2.347
H 7.070 -2.046 -1.662
*
```


Entry 3:
Computed, not measured: 2 unconnected molecules or ions with the total composition C3H8N2 at a distorted geometry, with ωB97M-V with the def2-TZVPD basis set.

Its energy relative to the best compared isomer or geometry (same formula, charge and spin) is 299.0 kJ/mol. As for the structure (SMILES): C=NC.C=N. For the gap between HOMO and LUMO, the calculation gives 10.561 eV. The highest occupied orbital energy comes out at -9.52 eV.

ORCA input file:
```
! RIJCOSX wB97M-V def2-TZVPD def2/J DEFGRID3
* xyz 0 1
N 2.118 2.080 0.759
N -2.822 -1.411 -0.870
C 2.770 1.470 -0.134
C 1.089 1.410 1.491
C -2.895 -2.623 -1.186
H -2.821 -0.735 -1.630
H 2.591 0.391 -0.225
H 3.391 2.055 -0.804
H 0.203 2.028 1.537
H 1.459 1.288 2.515
H -2.701 -3.399 -0.444
H -3.052 -2.992 -2.206
H 0.669 0.437 1.197
*
```


Entry 4:
Computed, not measured: a molecular structure, C37H47N3O21 at a distorted geometry, with ωB97M-V with the def2-TZVPD basis set.

For the gap between HOMO and LUMO, the calculation gives 5.910 eV. The highest occupied orbital energy comes out at -8.36 eV.

ORCA input file:
```
! RIJCOSX wB97M-V def2-TZVPD def2/J DEFGRID3
* xyz 0 1
O 0.526 -1.728 -0.214
O 1.829 -3.204 -2.935
O 4.010 0.826 1.041
O -6.218 -3.278 -0.669
O 2.614 5.281 -0.125
O -3.574 -2.249 2.573
O 1.271 -4.585 3.560
O -5.608 -2.481 -3.297
O 3.863 1.536 -4.453
O -2.115 2.138 -1.492
O 1.295 1.047 -5.013
O -3.402 -5.056 3.102
O -1.463 -3.304 0.290
O -1.163 -2.971 -2.595
O 0.193 -0.133 2.021
O 1.084 -1.806 2.554
O -0.002 3.015 3.267
O 1.764 4.440 -2.545
O -3.632 -0.965 -0.677
O 4.423 -2.594 -2.493
O 3.401 0.063 -1.474
N 1.604 4.218 4.305
N -3.216 0.148 1.242
N -0.657 0.794 -2.628
C 0.437 3.528 4.303
C 2.767 4.108 -0.452
C -4.609 -2.764 -2.427
C -0.546 -0.785 -0.030
C 3.357 0.509 -4.066
C 4.190 -0.490 -3.368
C -2.541 -3.115 -0.547
C -3.832 -3.255 -0.164
C -1.221 -2.019 2.663
C 2.400 3.498 -1.767
C -1.079 -4.701 3.198
C -3.789 -0.822 0.526
C 0.228 -3.962 3.205
C 3.225 1.228 -1.178
C -0.587 -0.376 -3.424
C -3.372 -2.605 -2.831
C -1.828 1.065 -2.021
C 3.450 3.114 0.415
C -2.278 -4.236 3.089
C 1.979 4.829 5.558
C -2.192 -2.912 -1.970
C 3.723 -1.696 -3.051
C 1.598 -1.241 -4.233
C 0.884 0.797 2.871
C -2.500 -2.834 2.750
C -5.040 -3.106 -1.002
C -2.676 1.365 0.669
C 0.564 1.591 -2.609
C -0.003 -2.560 2.833
C 3.590 1.764 0.157
C 2.042 0.021 -4.517
C -0.231 0.424 0.828
C 2.366 -2.194 -3.459
C 1.484 -1.365 -1.178
C -3.246 0.340 2.733
C 2.526 4.314 3.149
C 2.656 2.249 -2.125
H -0.511 -0.051 -4.462
H 1.200 5.363 6.103
H -1.740 1.760 1.061
H 0.437 2.288 -1.780
H -4.202 0.710 3.103
H 1.942 1.732 -5.197
H 0.655 -1.506 -4.686
H -0.691 -3.563 -0.219
H 2.410 4.112 6.256
H -1.477 -0.949 -3.165
H 1.310 0.182 3.664
H -3.272 -2.563 -3.906
H 2.828 5.510 5.492
H 0.668 2.247 -3.473
H 0.896 -0.919 2.237
H -0.927 -0.446 -0.994
H -5.290 -2.050 -4.094
H -2.571 0.256 -2.097
H -1.236 -0.992 2.328
H 1.997 4.156 2.210
H -2.438 0.960 3.120
H -1.394 -1.301 0.421
H 4.372 0.098 0.530
H 3.192 3.459 3.269
H -4.344 -1.517 1.175
H 1.221 -1.723 -2.174
H 1.719 1.357 2.449
H -1.188 -5.760 3.378
H -2.607 1.329 -0.419
H -3.149 -0.655 3.166
H -1.159 0.990 0.914
H 5.225 -0.349 -3.091
H 2.950 5.311 3.035
H 1.685 -0.294 -1.142
H -3.379 2.149 0.949
H -0.020 3.319 5.283
H 0.414 1.129 0.304
H 3.551 3.629 1.360
H 2.429 -1.847 -0.925
H -3.889 -3.263 0.914
H 0.210 1.452 3.423
H 2.323 1.884 -3.086
H 0.261 -0.890 -2.970
H 1.446 0.952 -2.634
H -4.170 -4.534 2.860
H 1.712 5.314 -2.152
H 3.874 -3.330 -2.214
*
```


Entry 5:
Computed, not measured: a molecular structure, C30H28BrCoN10O3, with ωB97M-V with the def2-TZVPD basis set.

Its energy relative to the best compared isomer or geometry (same formula, charge and spin) is 0.0 kJ/mol. For the gap between HOMO and LUMO (alpha / beta), the calculation gives 7.155 / 7.129 eV. The highest occupied orbital energy (alpha / beta) comes out at -9.88 / -9.88 eV.

ORCA input file:
```
! RIJCOSX wB97M-V def2-TZVPD def2/J DEFGRID3
* xyz 1 4
Br -5.552 5.850 -1.552
Co -0.060 -0.128 -0.157
O -5.326 -7.337 9.228
O -2.264 1.489 -1.687
O -1.137 1.494 0.254
N -0.034 -0.298 2.041
N -1.160 -1.872 0.225
N 2.245 -0.388 -2.585
N 0.008 0.077 -2.191
N 1.987 -0.372 -0.245
N -3.058 -4.498 3.908
N -2.148 -3.179 5.447
N 0.910 0.322 -4.345
N -2.942 4.971 1.489
N 4.023 -0.918 -1.258
C 0.356 0.418 4.280
C -1.369 -2.192 1.518
C -4.232 4.987 -0.516
C -2.521 -3.720 -0.427
C -0.957 -1.547 3.885
C -0.367 -0.640 4.776
C -3.861 5.526 0.710
C -2.333 -3.513 3.299
C 0.985 0.038 -3.011
C -4.975 -6.931 6.862
C -1.724 -2.610 -0.718
C 2.018 0.979 -5.035
C -4.778 -6.643 8.210
C -4.362 -6.147 5.899
C 2.715 -0.537 -1.300
C -2.934 -4.276 5.198
C -3.550 -5.075 6.253
C -1.978 1.978 -0.587
C -1.758 -2.674 4.231
C -3.963 -5.570 8.578
C -2.159 -3.284 1.897
C -0.411 0.696 -4.844
C -2.740 -4.061 0.886
C -3.359 -4.800 7.611
C -3.629 3.826 -0.960
C -0.759 -1.327 2.509
C -2.665 3.243 -0.146
C -2.362 3.853 1.064
C 0.496 0.555 2.895
C -6.166 -8.437 8.910
H -5.618 -9.202 8.356
H -0.487 -0.758 5.846
H -2.733 -3.978 7.937
H -1.540 -2.299 -1.739
H -1.925 -2.815 6.355
H -4.515 -6.365 4.851
H -3.821 -5.363 9.630
H 2.537 -0.481 0.599
H -0.723 1.681 -4.484
H 1.038 1.392 2.471
H 4.632 -0.708 -2.030
H -0.376 0.708 -5.930
H -0.858 0.516 -2.507
H 2.964 0.460 -4.899
H -1.152 -0.040 -4.538
H 0.810 1.144 4.938
H 2.136 2.019 -4.716
H 4.468 -0.995 -0.361
H -5.601 -7.754 6.553
H 1.808 0.962 -6.102
H -6.494 -8.845 9.861
H -3.357 -4.908 1.157
H -3.886 3.369 -1.905
H 2.850 -0.732 -3.309
H -7.036 -8.114 8.335
H -1.614 3.410 1.710
H -2.959 -4.286 -1.236
H -4.329 6.436 1.067
*
```


Entry 6:
Computed, not measured: a molecular structure, C27H35BF4HfN4P2 at a distorted geometry, with ωB97M-V with the def2-TZVPD basis set.

Its energy relative to the best compared isomer or geometry (same formula, charge and spin) is 0.0 kJ/mol. For the gap between HOMO and LUMO (alpha / beta), the calculation gives 1.793 / 1.807 eV. The highest occupied orbital energy (alpha / beta) comes out at -11.94 / -11.95 eV.

ORCA input file:
```
! RIJCOSX wB97M-V def2-TZVPD def2/J DEFGRID3
* xyz 2 1
Hf 0.092 -0.559 4.509
P 1.369 -1.102 -2.369
P -1.838 -0.676 -2.028
F 1.392 0.252 9.492
F -0.025 0.347 6.179
F -0.409 -1.136 9.003
F -0.788 1.119 9.499
N -2.078 1.063 -1.927
N 2.801 -0.120 -2.503
N 2.088 -2.367 -3.474
N -3.498 -0.998 -2.588
C 2.835 -3.552 -5.272
C 2.684 -4.454 -4.166
C -1.922 3.141 -1.010
C -1.548 0.709 3.481
C -4.057 -2.288 -2.463
C 0.910 2.628 3.706
C -0.900 0.703 2.068
C -2.275 1.997 -2.941
C -1.477 1.808 4.349
C 3.454 0.344 -3.648
C 1.553 0.261 2.934
C -4.303 -0.304 -3.504
C 3.386 0.515 -1.394
C -0.526 2.940 4.274
C 4.463 1.218 -3.275
C 1.201 -2.092 5.588
C -1.826 1.783 -0.759
C -5.215 -2.367 -3.226
C 1.478 1.239 3.948
C -2.212 3.274 -2.406
C -5.375 -1.099 -3.892
C 0.395 -0.228 -3.697
C 0.492 0.104 1.841
C 2.198 -3.709 -3.092
C 4.406 1.338 -1.842
C 2.443 -2.299 -4.821
C -1.063 -0.688 -3.731
B 0.065 0.086 9.326
H 2.276 -2.034 5.366
H 0.477 0.844 -3.466
H -2.350 4.188 -2.955
H -1.802 3.935 -0.280
H 2.206 1.205 4.772
H 1.084 -1.859 6.671
H -1.629 -0.087 -4.456
H 0.963 2.897 2.636
H -5.872 -3.226 -3.320
H -2.415 1.691 -3.961
H -2.206 1.868 5.170
H 1.597 3.353 4.181
H -0.369 3.283 5.315
H 3.176 0.052 -4.642
H -2.404 0.022 3.613
H -0.918 1.739 1.688
H 2.892 -5.520 -4.172
H 3.153 -3.785 -6.279
H -0.943 3.823 3.741
H 0.893 0.552 0.911
H 5.147 1.703 -3.960
H -1.166 -1.744 -4.035
H 2.354 -1.401 -5.408
H -1.581 1.245 0.122
H -4.073 0.695 -3.815
H 1.878 -4.012 -2.108
H 0.825 -0.392 -4.690
H 2.470 -0.324 2.778
H -1.615 0.118 1.447
H -6.162 -0.810 -4.576
H 0.882 -3.136 5.464
H 5.050 1.959 -1.229
H 3.005 0.303 -0.406
H 0.374 -0.961 1.554
H -3.564 -3.016 -1.840
*
```


Entry 7:
Computed, not measured: 7 unconnected molecules or ions with the total composition C34H57ClIN2O20, with ωB97M-V with the def2-TZVPD basis set.

For the gap between HOMO and LUMO, the calculation gives 9.927 eV. The highest occupied orbital energy comes out at -11.99 eV.

ORCA input file:
```
! RIJCOSX wB97M-V def2-TZVPD def2/J DEFGRID3
* xyz 1 1
I -1.896 4.043 0.947
Cl 1.816 6.931 -4.627
O 4.562 0.136 8.489
O -5.384 -6.358 7.005
O 5.930 -2.805 -2.045
O 3.847 -3.563 -2.430
O 5.583 -4.704 -3.210
O 0.136 -4.306 -3.581
O -1.030 -4.488 4.279
O -0.233 -2.522 5.023
O 2.688 -0.109 7.262
O -1.751 0.971 -6.504
O -5.431 -5.720 4.843
O -1.824 -0.579 -4.930
O -4.090 -7.390 5.530
O -0.141 1.269 0.214
O 0.404 -2.075 -3.537
O 2.063 2.191 -2.283
O 0.063 -3.166 -1.637
O -2.113 -2.615 3.796
O 3.854 -1.906 7.849
O -1.696 1.569 -4.336
N -0.171 2.934 -1.369
N -0.211 4.103 -3.394
C -2.057 -1.286 -6.163
C -5.021 -6.423 5.712
C -2.503 2.049 -1.256
C 2.121 -1.194 6.520
C 3.293 -4.557 -3.301
C -0.812 0.704 3.841
C 2.771 4.085 -3.561
C -1.610 3.252 -1.019
C 2.638 -2.403 7.280
C -1.046 -3.154 4.422
C 0.537 5.474 -1.496
C 0.653 2.288 -0.295
C -2.752 -3.637 3.012
C 0.179 -3.283 -2.977
C 0.463 -1.845 -1.255
C 0.239 -1.063 -2.540
C 3.527 6.416 -4.421
C -3.660 -7.863 6.814
C 3.698 5.309 -3.384
C -3.946 2.470 -1.606
C 3.781 -0.556 7.925
C -4.836 -7.486 7.700
C -0.959 0.396 2.344
C 5.199 -3.612 -2.515
C 4.442 -5.544 -3.427
C 0.265 0.793 1.516
C -1.017 7.407 -0.695
C 2.040 3.615 -2.297
C -0.570 6.498 -1.848
C -1.758 0.730 -5.188
C -2.282 -4.904 3.704
C 0.556 4.088 -2.181
C 1.932 1.729 -0.958
C -1.567 -0.282 -7.194
H 1.491 5.918 -1.808
H 4.526 -6.011 -4.404
H -0.242 7.498 0.076
H 3.601 5.740 -2.381
H -2.746 -7.335 7.090
H 4.419 -6.308 -2.649
H -0.155 -1.515 -0.424
H -1.506 -2.221 -6.138
H -0.775 -0.668 -2.614
H -5.593 -8.269 7.741
H -3.469 -8.930 6.753
H -0.274 2.206 -2.086
H -1.923 7.049 -0.201
H -1.770 0.983 4.289
H -1.128 -0.681 2.222
H -0.160 7.133 -2.641
H -1.433 5.999 -2.298
H -3.827 -3.493 3.042
H -0.115 1.536 4.009
H -2.386 -3.562 1.987
H -4.654 2.196 -0.819
H 3.047 -4.086 -4.254
H 1.041 -1.107 6.509
H 1.968 -2.698 8.088
H -4.271 1.992 -2.535
H -4.560 -7.180 8.705
H 2.821 1.989 -0.366
H 0.622 5.343 -0.408
H -2.108 -5.745 3.040
H -2.954 -5.204 4.506
H -0.069 4.965 -3.908
H 4.070 7.315 -4.127
H -3.127 -1.478 -6.245
H 2.061 4.273 -4.370
H -4.030 3.553 -1.754
H 1.513 -1.875 -0.959
H -2.142 -0.264 -8.113
H -1.835 0.904 1.926
H 3.872 6.104 -5.409
H -1.226 8.415 -1.063
H -0.506 -0.394 -7.415
H -1.863 4.052 -1.711
H 0.965 -0.272 -2.717
H 2.586 3.979 -1.408
H 2.505 -1.157 5.499
H 1.837 0.637 -1.004
H 2.862 -3.261 6.654
H -2.484 1.398 -0.379
H 0.844 3.063 0.461
H 0.837 1.591 2.013
H -2.069 1.502 -2.102
H -0.013 3.326 -4.017
H 3.362 3.215 -3.869
H 4.740 4.978 -3.471
H 0.947 -0.055 1.367
H -0.429 -0.168 4.379
H 2.393 -4.967 -2.856
*
```


Entry 8:
Computed, not measured: 2 unconnected molecules or ions with the total composition C3H3O3PS at a distorted geometry, with ωB97M-V with the def2-TZVPD basis set.

For the gap between HOMO and LUMO (alpha / beta), the calculation gives 7.431 / 6.835 eV. The highest occupied orbital energy (alpha / beta) comes out at -7.46 / -10.55 eV.

ORCA input file:
```
! RIJCOSX wB97M-V def2-TZVPD def2/J DEFGRID3
* xyz 0 3
S -0.127 0.567 -1.211
P 1.747 -0.187 0.933
O -1.352 0.288 -0.012
O -0.134 -0.709 -1.914
O -0.624 1.624 -1.979
C 0.168 -0.941 1.292
C 1.333 0.874 -0.274
C -1.082 -0.720 0.835
H -1.961 -1.138 1.113
H 0.171 -1.818 2.056
H 1.861 2.160 -0.838
*
```